1.
Formula: C3H4INO2
Source: the OMol25 dataset
Level of theory: ωB97M-V/def2-TZVPD

Structure (XYZ):
```
11
Properties=species:S:1:pos:R:3:forces:R:3:nbo_charge:R:1
C 2.679 -0.331 0.865 -3.176 -0.876 0.423 0.43
C -0.159 0.136 -0.246 1.193 -0.240 0.357 -0.71
C 0.768 -1.077 0.272 -1.268 5.167 -0.024 -0.09
N 1.501 -1.653 -0.681 1.711 -2.952 -1.941 0.00
O 2.823 0.796 1.039 0.282 0.832 -0.421 -0.46
O 1.477 -1.296 -1.851 -0.281 0.412 0.329 -0.37
I 3.651 -2.004 1.441 1.238 -0.921 0.446 0.26
H -0.091 1.116 0.389 -0.031 -1.972 -1.091 0.23
H -1.210 -0.257 -0.235 0.858 0.614 -0.193 0.23
H 0.244 0.302 -1.322 -1.126 0.001 1.892 0.26
H 0.377 -1.716 1.054 0.599 -0.066 0.222 0.23
```
Positions in Å, forces in eV/Å.

Summary:
E_LUMO (alpha / beta), eV: -1.0 / -1.0
Energy, hartree: -619.46003
Energy above the lowest of the compared OMol25 structures with the same formula, charge and spin, kcal/mol: 116.9

=====

2.
Formula: C21H45O15P3
Source: the OMol25 dataset
Level of theory: ωB97M-V/def2-TZVPD

Structure (XYZ):
```
84
Properties=species:S:1:pos:R:3:forces:R:3:lowdin_charge:R:1
C 0.926 -0.949 -2.829 -0.592 -0.592 0.358 -0.09
O 1.107 -0.265 -1.603 0.274 0.338 -0.595 -0.23
C 1.748 0.992 -1.748 0.529 0.058 0.456 -0.14
C 3.003 1.005 -2.637 -0.575 0.891 -0.197 -0.31
C 2.712 1.494 -4.066 0.341 -0.363 0.209 -0.08
C 3.858 1.217 -5.023 -0.591 0.422 0.253 -0.22
C 4.261 2.231 -5.883 0.239 -0.533 0.118 -0.03
C 5.328 2.008 -6.743 -0.403 0.516 0.133 -0.04
C 5.989 0.795 -6.750 0.688 -0.314 -0.466 -0.29
C 7.154 0.550 -7.687 -0.461 0.031 0.271 -0.05
C 5.569 -0.230 -5.911 -0.204 0.331 0.189 -0.04
C 4.504 -0.012 -5.054 -0.006 -0.078 0.007 -0.04
O 3.866 2.004 -2.074 0.229 -0.721 -0.076 -0.08
C 5.193 1.569 -1.886 0.446 0.798 0.151 -0.27
O 6.029 2.694 -1.985 0.158 -0.219 0.080 -0.01
H 0.441 -0.340 -3.593 0.187 0.139 -0.041 0.10
H 1.852 -1.413 -3.178 0.069 0.261 -0.218 0.09
H 0.240 -1.773 -2.624 -0.031 0.020 0.017 0.09
H 2.100 1.262 -0.751 -0.103 -0.050 0.060 0.13
H 1.063 1.792 -2.056 -0.198 -0.223 -0.199 0.14
H 3.479 0.024 -2.631 0.010 -0.038 0.177 0.13
H 2.597 2.573 -3.954 -0.140 0.019 -0.130 0.13
H 1.768 1.103 -4.446 0.039 -0.133 -0.038 0.11
H 3.728 3.172 -5.855 0.105 0.109 -0.098 0.11
H 5.622 2.816 -7.402 0.177 -0.112 -0.105 0.11
H 7.093 1.243 -8.523 0.170 -0.105 -0.131 0.07
H 7.093 -0.479 -8.038 0.169 0.049 -0.229 0.08
H 8.114 0.678 -7.185 0.019 0.054 0.011 0.08
H 6.089 -1.179 -5.920 -0.043 -0.067 -0.017 0.11
H 4.165 -0.799 -4.392 0.066 -0.115 -0.047 0.11
H 5.334 1.188 -0.870 -0.165 -0.186 -0.031 0.12
H 5.486 0.833 -2.637 -0.193 -0.193 0.068 0.12
H 6.498 2.653 -2.822 -0.114 0.151 -0.107 0.09
C -1.165 -0.153 0.087 0.301 -0.249 -0.141 -0.10
O -2.479 -0.170 0.660 -2.188 -1.108 1.048 -0.26
P -3.589 0.704 -0.122 2.221 4.213 -2.541 0.48
O -3.235 0.678 -1.548 -0.155 -0.420 0.094 -0.24
O -3.200 2.123 0.602 -0.159 -0.402 0.396 -0.24
C -2.668 2.188 1.925 0.095 0.151 -0.173 -0.12
O -5.173 1.022 -0.133 0.177 -2.551 1.499 -0.21
C -5.912 0.942 1.108 -0.041 0.204 0.118 -0.08
H -0.491 -0.583 0.828 -0.164 0.013 0.120 0.09
H -1.127 -0.760 -0.808 -0.151 0.124 -0.099 0.07
H -0.848 0.864 -0.136 -0.113 0.005 -0.098 0.09
H -1.586 2.326 1.877 0.022 -0.022 0.058 0.08
H -2.880 1.292 2.504 0.001 -0.004 0.031 0.08
H -3.108 3.049 2.428 -0.025 0.031 -0.075 0.08
H -5.617 1.753 1.776 0.027 -0.003 -0.031 0.08
H -5.751 -0.016 1.600 -0.076 -0.008 0.018 0.09
H -6.968 1.042 0.878 0.027 0.000 -0.102 0.09
C -10.954 -0.071 5.165 -0.338 -0.081 -0.416 -0.11
O -10.148 0.917 5.811 0.435 2.985 1.090 -0.30
P -8.593 1.036 5.294 0.926 -7.070 -2.261 0.59
O -8.694 0.601 3.883 -0.115 0.873 -0.088 -0.25
O -8.162 -0.184 6.318 0.195 0.676 0.684 -0.26
C -8.726 -0.328 7.627 -0.006 -0.246 -0.175 -0.12
O -7.016 1.534 5.262 -1.522 2.924 1.050 -0.23
C -6.476 2.254 6.387 0.152 -0.214 0.102 -0.10
H -11.855 -0.175 5.768 0.096 0.142 0.131 0.09
H -11.234 0.248 4.164 0.128 -0.037 -0.047 0.09
H -10.431 -1.026 5.119 0.099 0.069 -0.041 0.09
H -9.499 -1.096 7.607 -0.053 0.025 0.056 0.09
H -9.162 0.597 7.996 -0.019 -0.005 0.037 0.08
H -7.934 -0.644 8.305 0.063 -0.019 -0.076 0.09
H -6.384 1.593 7.252 -0.037 -0.016 -0.020 0.08
H -7.095 3.112 6.643 0.072 0.048 0.001 0.08
H -5.488 2.609 6.107 -0.014 -0.047 -0.090 0.09
C 5.461 -4.723 2.722 0.261 -0.342 0.210 -0.10
O 4.228 -4.129 2.304 -2.637 0.419 0.031 -0.27
P 3.944 -4.139 0.713 4.642 0.152 -2.821 0.48
O 4.576 -5.346 0.166 -0.373 -0.149 0.227 -0.24
O 4.798 -2.774 0.399 -0.443 0.120 0.391 -0.24
C 4.941 -1.720 1.355 0.198 -0.068 -0.145 -0.11
O 2.798 -3.790 -0.374 -1.573 -0.321 2.534 -0.20
C 1.841 -2.749 -0.071 0.170 0.088 0.068 -0.08
H 5.607 -4.435 3.762 -0.143 0.109 -0.036 0.09
H 5.408 -5.806 2.658 -0.009 0.011 -0.160 0.09
H 6.293 -4.356 2.122 -0.058 -0.032 -0.083 0.09
H 5.917 -1.795 1.837 -0.007 0.034 0.054 0.09
H 4.170 -1.747 2.122 -0.011 0.024 0.019 0.08
H 4.884 -0.770 0.826 0.009 -0.038 -0.073 0.07
H 2.330 -1.776 -0.073 0.005 -0.012 -0.027 0.08
H 1.364 -2.924 0.895 -0.044 -0.017 -0.024 0.09
H 1.080 -2.761 -0.841 0.054 -0.103 -0.055 0.07
```
Positions in Å, forces in eV/Å.

Summary:
E_LUMO, eV: -1.6
Energy, hartree: -2979.81046
SMILES: COC[C@@H](Cc1ccc(C)cc1)OCO.COP(=O)(OC)OC.COP(=O)(OC)OC.COP(=O)(OC)OC

=====

3.
Formula: C9H15BNO
Source: the OMol25 dataset
Level of theory: ωB97M-V/def2-TZVPD

Structure (XYZ):
```
27
Properties=species:S:1:pos:R:3:forces:R:3:nbo_charge:R:1
C 2.446 -2.643 0.075 -0.224 1.524 0.395 -1.03
B 2.671 -1.092 -0.432 0.585 -3.359 -2.776 1.14
O 3.065 -0.876 -1.787 -1.860 0.175 2.745 -0.87
N 2.403 -0.008 0.599 0.682 0.811 0.413 -0.82
C 1.828 1.278 0.007 -2.281 1.331 -0.231 -0.27
C 0.228 1.067 -0.011 -2.876 -0.222 -0.133 -0.12
C -0.538 1.082 1.359 -1.099 -0.530 -2.928 -0.23
C -2.064 0.855 1.434 2.971 0.130 -3.917 -0.22
C -2.811 0.641 0.075 1.984 0.092 0.541 0.05
C -4.418 0.454 0.196 1.470 0.490 -0.694 -0.65
C -2.062 0.629 -1.306 2.132 0.587 2.976 -0.22
C -0.530 0.859 -1.359 -1.475 -0.069 3.965 -0.20
H 2.740 -2.635 1.193 -0.540 -0.607 -1.676 0.24
H 1.309 -2.822 -0.019 1.669 -0.054 0.292 0.27
H 3.045 -3.392 -0.540 -0.902 0.962 1.007 0.28
H 2.638 -1.596 -2.309 0.909 0.510 0.337 0.52
H 1.725 -0.418 1.284 0.386 0.501 -0.603 0.47
H 3.265 0.180 1.159 -0.532 -0.077 -0.513 0.46
H 2.231 1.458 -1.044 -0.450 -0.526 1.513 0.27
H 2.086 2.188 0.655 -0.227 -1.591 -0.779 0.25
H 0.117 1.280 2.285 -1.390 -0.308 -1.405 0.22
H -2.568 0.866 2.452 0.543 -0.018 -1.728 0.25
H -4.730 0.963 1.174 0.244 -0.825 -1.601 0.24
H -4.845 1.001 -0.727 0.308 -0.988 1.667 0.24
H -4.720 -0.658 0.192 0.516 1.813 -0.015 0.25
H -2.610 0.455 -2.298 0.720 0.334 1.847 0.25
H 0.099 0.886 -2.308 -1.266 -0.086 1.303 0.24
```
Positions in Å, forces in eV/Å.

Summary:
E_LUMO, eV: -3.3
Energy, hartree: -506.45546
Energy above the lowest of the compared OMol25 structures with the same formula, charge and spin, kcal/mol: 52.2
Total charge: +1
SMILES: CB(O)[NH2+]Cc1ccc(C)cc1

=====

4.
Formula: C13H26O4
Source: the OMol25 dataset
Level of theory: ωB97M-V/def2-TZVPD

Structure (XYZ):
```
43
Properties=species:S:1:pos:R:3:forces:R:3:nbo_charge:R:1
C -5.036 -2.862 -0.013 -0.056 3.594 -6.035 -0.58
H -5.480 -2.887 0.840 -2.406 0.648 5.984 0.19
C -4.391 -1.374 -0.410 -11.872 -1.666 9.761 -0.32
C -3.544 -1.028 0.690 -4.089 1.602 5.000 -0.40
C -3.086 0.266 0.381 -3.499 8.020 8.927 -0.32
C -2.203 0.516 -0.590 5.163 -1.231 -5.582 -0.46
C -1.781 1.920 -0.689 0.622 4.515 -8.603 -0.36
C -0.938 2.689 0.187 -1.589 -2.353 6.572 -0.44
C 0.263 1.906 0.659 -0.145 -0.219 5.512 -0.41
H 0.061 0.844 1.092 0.064 1.605 -1.380 0.24
C 1.299 1.931 -0.344 1.659 -4.974 -3.588 -0.49
C 2.459 1.117 0.084 5.142 -2.379 3.119 0.82
O 3.589 1.381 0.471 0.044 4.837 -0.846 -0.66
O 2.391 -0.212 0.258 -5.001 -2.651 -2.374 -0.55
C 3.383 -1.126 0.658 -1.854 0.698 8.398 -0.10
H 2.819 -1.970 1.416 1.012 1.912 -2.653 0.20
H 3.998 -0.691 1.573 -0.906 -0.177 -2.005 0.21
C 4.319 -1.738 -0.196 2.205 1.738 -4.791 0.03
C 5.185 -0.469 -1.129 -8.372 2.519 7.678 -0.07
O 5.852 0.252 -0.102 5.104 -4.937 -3.371 -0.72
H 5.263 0.844 0.143 -4.358 4.641 2.408 0.49
H 4.239 0.126 -1.468 2.309 -0.969 -0.380 0.17
H 5.752 -0.940 -1.723 4.347 -3.052 -4.847 0.16
O 5.236 -2.453 0.536 3.097 2.035 -0.353 -0.70
H 6.013 -1.752 0.421 -1.612 -2.398 1.330 0.49
H 3.874 -2.294 -0.978 -0.565 -1.075 -0.777 0.16
H 0.954 0.959 -1.183 0.578 3.572 1.356 0.24
H 1.697 2.877 -0.754 -0.722 -0.532 0.038 0.26
H 0.698 2.369 1.706 -0.946 -0.505 -2.522 0.21
H -0.572 3.634 0.086 0.430 2.729 -2.035 0.23
H -1.570 2.884 1.118 0.711 -0.316 -0.472 0.20
H -2.604 2.642 -1.166 0.967 -1.703 1.563 0.23
H -1.047 2.128 -1.737 -1.948 -1.570 2.033 0.18
H -1.305 -0.172 -0.510 -0.536 0.636 -0.079 0.20
H -2.675 0.206 -1.553 0.576 0.406 0.127 0.21
H -2.569 0.956 1.490 -1.272 -2.344 -2.641 0.14
H -3.945 1.106 0.215 1.192 -2.262 0.488 0.20
H -4.120 -1.047 1.942 1.525 -0.027 -4.132 0.18
H -2.756 -1.622 0.775 3.407 -3.062 0.488 0.20
H -5.500 -0.636 -0.364 3.822 -1.938 -0.876 0.19
H -3.953 -1.550 -1.183 4.686 -1.011 -9.473 0.17
H -5.899 -3.111 -0.651 0.624 -0.035 -0.541 0.20
H -4.368 -3.621 0.001 2.463 -2.319 -0.424 0.19
```
Positions in Å, forces in eV/Å.

Summary:
E_LUMO, eV: 0.6
Energy, hartree: -811.43041
Energy above the lowest of the compared OMol25 structures with the same formula, charge and spin, kcal/mol: 308.7